Entry 1:
20
Properties=species:S:1:pos:R:3 method="wB97M-V/def2-TZVPD" e_tot_ha=-614.8446 smiles="C[PH2]=O.C=C(C)C" charge=0 e_homo_ev=-8.90 relative_energy_kj_mol=144.17 lumo_energy_ev=0.909
P -1.30801 -1.29718 0.68823
O -1.73880 -0.18021 -0.19723
C 1.53190 0.59318 0.54002
C 0.67612 2.43558 -0.79509
C -2.47191 -2.17210 1.74340
C 1.10621 0.99554 -0.66497
C 1.41374 0.19929 -1.90573
H 2.08410 -0.30324 0.75039
H -2.75637 -1.46865 2.67956
H -2.14944 -3.19657 1.94562
H -0.30466 -0.95555 1.56389
H 1.98194 -0.66162 -1.61050
H 1.58869 1.22338 1.49363
H 0.35008 2.73409 0.24745
H -0.10142 2.66813 -1.49621
H 2.07567 0.89117 -2.47554
H 0.42837 -0.00340 -2.51777
H -3.37301 -2.21241 1.09854
H 1.52150 3.00682 -1.20893
H -0.55468 -2.29626 0.12124



Entry 2:
18
Properties=species:S:1:pos:R:3 method="wB97M-V/def2-TZVPD" e_tot_ha=-924.5395 charge=0 e_homo_ev="-6.18 / -6.18" relative_energy_kj_mol=150.53 lumo_energy_ev="-0.299 / -0.299"
S -2.55704 -1.34903 -0.13877
O -3.61791 -0.33862 0.12657
N 3.01916 -1.01614 0.12319
N -0.94613 0.86686 0.06683
N 1.15443 0.24635 0.20375
N 0.92784 -2.13545 -0.30381
C 2.23074 -2.11692 -0.11049
C 0.31836 -0.93112 -0.15597
C 2.54930 0.22297 0.26943
C -1.05762 -0.47434 -0.16060
C 0.30823 1.28943 0.23555
C -2.12647 1.68959 -0.06044
H 0.50805 2.32526 0.31215
H 4.00429 -1.17339 0.21294
H -2.82135 1.62964 0.75960
H -1.92536 2.70401 -0.14586
H -2.72408 1.57557 -0.94653
H 2.75556 -3.01470 -0.28752



Entry 3:
79
Properties=species:S:1:pos:R:3 method="wB97M-V/def2-TZVPD" e_tot_ha=-2965.9869 charge=+3 e_homo_ev=-15.81 lumo_energy_ev=-8.897
Sc -0.04880 0.02660 -0.11110
S -1.15930 -1.37130 -2.11900
O -1.03920 1.46490 1.27050
O -4.66080 -4.76920 -1.65970
O -0.47360 1.92310 -1.34740
N 2.86740 0.17920 3.37930
N 1.77120 0.03680 -1.40010
N 1.67310 0.13990 1.32560
N 5.16370 0.06120 3.35280
N -2.97360 -3.29320 -1.96190
N -0.92680 -1.63060 1.22400
N -1.03990 -3.74790 -3.19460
N 0.60660 0.31100 3.40950
N 4.04250 0.04120 1.35120
C -2.68910 -2.52330 2.58630
C -3.14610 -0.62990 1.00090
C -2.21630 -1.63490 1.62580
C 2.90100 0.07890 0.73360
C 4.20480 0.08580 -2.78350
C -3.29030 0.65350 1.84920
C -4.70050 -4.27410 -6.65970
C -4.80610 -5.32760 -4.50450
C -1.27300 2.13630 -2.53480
C 4.17920 0.07260 -1.39740
C -1.77100 -2.95650 -2.44060
C -1.17590 -5.17580 -3.44880
C -5.05540 -5.35590 -5.86520
C 2.99630 0.08380 -3.46410
C 1.75160 0.18990 2.69350
C 2.95000 0.05630 -0.74320
C -4.00010 -4.20110 -2.47460
C 4.02340 0.09560 2.70620
C -0.97540 -5.52330 -4.92560
C -0.51190 -3.47880 2.70640
C -0.10630 -2.56230 1.75750
C -2.45400 1.79560 1.28100
C -4.08370 -3.16700 -6.09270
C 1.81250 0.05710 -2.74030
C -4.16720 -4.22220 -3.92780
C 0.40800 -5.13600 -5.44260
C -3.81100 -3.13900 -4.73630
C -1.83010 -3.45360 3.14690
H -2.15130 2.74160 -2.29970
H -0.19760 -3.34640 -3.59130
H 5.14460 0.11030 -3.31640
H 5.07910 0.08430 -0.80370
H -2.17990 -4.14580 3.89610
H 0.75590 0.28960 4.41040
H -0.68430 1.77400 2.12200
H -4.32980 0.98080 1.85690
H -5.09860 -6.15540 -3.87740
H -4.91880 -4.28290 -7.71510
H -2.74480 1.98220 0.24020
H 5.18320 0.10510 4.36090
H -2.61220 2.70810 1.86040
H 0.85500 0.04470 -3.25370
H 2.96490 0.10300 -4.54280
H 0.52130 -4.05530 -5.53200
H -3.72330 -2.47900 2.88680
H -0.69280 2.64270 -3.30510
H -0.12950 2.80540 -1.12770
H -2.14650 -5.52520 -3.10040
H -2.76920 -0.35540 -0.00320
H 0.92030 -2.56440 1.39730
H -5.54370 -6.21080 -6.30650
H -1.09860 -6.60410 -5.01000
H 0.18750 -4.20120 3.09480
H 1.18880 -5.52880 -4.79330
H 6.03370 0.01910 2.84160
H -3.29280 -2.78870 -1.14470
H -4.12960 -1.08800 0.89190
H -0.39680 -5.67940 -2.86310
H -1.74970 -5.05140 -5.53320
H 0.55480 -5.56350 -6.43050
H -0.24200 -0.12700 3.08380
H -3.00540 0.45430 2.88550
H -3.82960 -2.31640 -6.70640
H -1.59440 1.16210 -2.89800
H -3.36900 -2.25320 -4.30480



Entry 4:
34
Properties=species:S:1:pos:R:3 method="wB97M-V/def2-TZVPD" e_tot_ha=-976.7982 smiles="CCCCCCCN(C(=O)O)P(C)O" charge=0 e_homo_ev=-8.90 relative_energy_kj_mol=0.00 lumo_energy_ev=0.573
P -1.38597 1.46188 -0.52860
O -2.06711 1.70957 2.20214
O -1.92109 0.96074 -2.01174
O -2.54245 -0.45410 2.53914
N -2.38332 0.32245 0.38472
C 3.90186 -0.19913 1.09324
C -2.42829 2.96881 -0.44646
C -2.36806 0.44290 1.76049
C 2.41784 -0.67771 -0.97249
C 3.48638 0.22050 -0.31784
C -1.12433 -1.89463 0.21168
C 1.29837 -1.09472 -0.02225
C -2.38534 -1.08184 -0.08147
C 0.06587 -1.65984 -0.74438
H -2.42751 3.39886 -1.45182
H 4.37952 0.22368 -0.95229
H 3.11316 -0.01269 1.82781
H 4.77237 0.38321 1.41140
H 4.18045 -1.25767 1.13670
H -2.71424 2.33839 1.85532
H 3.12482 1.25496 -0.28938
H 0.34651 -2.59713 -1.23701
H -3.23142 -1.56225 0.41721
H -3.46888 2.78768 -0.15997
H 1.98624 -0.12987 -1.81691
H 2.92635 -1.56546 -1.36745
H -0.22253 -0.97544 -1.55275
H -2.59716 -1.08834 -1.15026
H -1.97847 3.69652 0.23603
H -0.80065 -1.74168 1.24443
H -1.42499 -2.94686 0.15152
H -1.15664 0.84847 -2.58957
H 1.65577 -1.86242 0.66999
H 0.97296 -0.21684 0.55081



Entry 5:
112
Properties=species:S:1:pos:R:3 method="wB97M-V/def2-TZVPD" e_tot_ha=-13651.8651 charge=+1 e_homo_ev=-8.41 lumo_energy_ev=-7.254
Br 1.83835 0.17275 -2.07331
Br 3.88325 -0.12259 3.88698
Br 1.96884 0.88946 6.87868
Ca 6.00786 -1.34210 1.44051
Cl -1.74302 -0.02750 -5.79241
Cl -0.22916 0.88114 -3.47767
Cl -3.10150 0.45306 -3.27919
Cl -2.07715 2.68462 -4.82560
S 2.47197 1.98974 1.39951
P -2.72620 -7.34267 4.68028
P -0.75299 3.40092 1.86242
Mg 4.88284 0.72308 -5.83273
O -4.04551 -8.31932 4.95780
O 5.65975 -2.55173 7.69353
O -3.25740 -6.51802 3.52213
O -2.07622 3.37240 2.90189
O -1.76965 -8.18439 5.77336
O 0.49817 4.08848 2.71989
O -2.94471 -6.25139 5.89569
O 6.23872 -1.15692 9.29947
O -3.43846 -2.58223 -0.24708
O -0.35658 0.35849 3.47095
O 7.19129 -1.23128 7.30771
N 3.24150 1.71133 -7.81891
N -1.69420 -0.44050 1.78991
N -1.06143 4.24199 0.55736
C 4.03193 2.23259 -8.76453
C 4.47786 4.19106 -7.48245
C -0.72763 0.52221 2.33469
C 3.66218 3.67347 -6.48693
C -1.40092 6.78730 -7.18572
C -1.48024 1.28242 0.19612
C 4.66974 3.45883 -8.64497
C -0.32013 9.06003 -6.60157
C -4.05356 -10.21551 3.40537
C 3.49021 -0.31310 6.72713
C -0.47356 7.92631 -7.61555
C -1.67093 -9.59143 5.88189
C -0.71196 -10.18069 4.86544
C -1.62558 9.78966 -6.30701
C -4.18337 -3.71377 0.19638
C 6.35693 -1.62162 8.16930
C -1.02160 6.09816 -5.87538
C 0.33958 5.41310 -5.92396
C -0.37524 1.65378 1.29708
C -1.78949 0.99747 -4.34327
C -4.73475 -8.94340 3.87848
C 0.94188 1.56670 0.46457
C -3.22687 -4.88349 5.60945
C 4.94507 0.80593 1.50701
C -1.46149 -0.28986 0.31482
C 4.49259 0.19835 5.72614
C 3.79708 1.11187 0.46356
C 3.07160 2.43698 -6.70219
C -4.71985 -4.64304 5.46937
H -1.99312 4.23180 3.35231
H -3.12405 -2.12527 0.53896
H -1.25608 1.70452 -0.80384
H 4.95849 5.15289 -7.35346
H -0.91511 -9.80923 3.85889
H -3.98986 -10.95156 4.20742
H 4.17175 1.78288 -0.34211
H 3.40102 0.17225 0.00804
H -4.61360 -10.66678 2.58395
H 4.51544 0.09676 2.38523
H 0.37260 4.66663 -6.72219
H -4.91073 -3.65466 5.04580
H -3.54126 -4.37541 0.78275
H 3.92903 -0.34432 7.72362
H 0.10893 8.68277 -5.66856
H 1.14680 6.13119 -6.08846
H -2.12532 -0.87182 -0.36661
H 4.68388 1.26514 5.81396
H -5.20406 -5.39082 4.84075
H -0.44664 -0.75020 0.21652
H 0.53908 4.90300 -4.97792
H 5.43431 -0.34242 5.81167
H 0.79580 3.51829 3.44868
H 3.48824 4.21455 -5.56622
H -2.61236 -0.03119 2.00199
H -5.03036 -3.38575 0.80391
H -5.73212 -9.19176 4.24746
H 3.09571 -1.29507 6.47937
H -1.42306 6.03995 -7.98601
H 5.82524 0.34180 0.97084
H -2.05317 10.20794 -7.22093
H -2.36483 9.12741 -5.85263
H 5.19312 1.77403 2.00089
H -3.04012 -10.00795 3.05367
H 4.14977 1.62646 -9.65545
H 0.85707 2.30662 -0.36385
H -2.42456 7.16366 -7.10016
H -1.44977 10.61266 -5.61134
H -2.46699 1.64616 0.57550
H 5.29988 3.83036 -9.44154
H -2.84455 -4.29238 6.44454
H 0.51811 7.52253 -7.84358
H 1.12311 0.55782 -0.02331
H -0.85068 8.34089 -8.55639
H -2.64947 -10.06629 5.85235
H -1.28175 -9.79004 6.88423
H -5.20487 -4.69762 6.44578
H 2.42475 1.98848 -5.95060
H -0.40204 5.01988 0.48714
H -4.55317 -4.25044 -0.67497
H -4.86733 -8.25825 3.04028
H -2.68347 -4.55640 4.72218
H 0.39913 9.78270 -6.99908
H -1.04460 6.81132 -5.04672
H -0.77427 -11.26998 4.86671
H -1.78077 5.34380 -5.65083
H 0.31499 -9.89873 5.10691



Entry 6:
13
Properties=species:S:1:pos:R:3 method="wB97M-V/def2-TZVPD" e_tot_ha=-286.4969 charge=0 e_homo_ev="-7.96 / -7.78" relative_energy_kj_mol=353.87 lumo_energy_ev="0.149 / 0.192"
O -1.44782 -1.35914 2.00668
N -0.58355 -0.02451 0.34248
C -1.74433 0.39974 -0.17566
C 1.58758 -0.03305 -0.89258
C 0.49646 0.66343 -0.15435
C -0.49235 -0.89115 1.46297
H 2.47353 0.60316 -0.97316
H 1.27907 -0.29146 -1.91946
H -2.60398 0.57883 0.45605
H -1.77657 0.56589 -1.24055
H 1.87854 -0.97691 -0.41389
H 0.55674 -1.01793 1.78842
H 0.32673 1.72509 -0.28172